No. 1
A molecular structure, C4H11N2O2 in a non-equilibrium geometry. Source: OMol25; level of theory: ωB97M-V/def2-TZVPD.

## Properties
Gap between HOMO and LUMO (spin up / spin down)   6.631 / 7.506 eV
E_HOMO (spin up / spin down)   -9.398 / -14.943 eV
Energy above the lowest of the compared OMol25 structures with the same formula, charge and spin   27.4 kcal/mol
E   -418.519130 a.u.
Multiplicity   3
Net charge   +1

Atoms and positions in Å:
O: 2.25 1.36 -0.01
O: 0.46 -0.15 -0.78
N: -0.64 0.56 -0.51
N: -1.69 -1.31 0.36
C: -1.74 0.00 -0.03
C: 1.81 0.17 0.34
C: -2.95 0.81 0.04
C: 2.75 -0.94 0.17
H: 1.18 0.29 1.28
H: -2.77 1.85 0.08
H: 3.57 -0.94 0.86
H: 2.08 -1.89 0.23
H: -3.56 0.67 -1.01
H: 3.21 -1.02 -0.82
H: -2.40 -1.81 0.83
H: -3.43 0.46 0.96
H: 3.01 1.10 -0.66
H: -0.90 -1.78 -0.06
H: -0.62 1.51 -0.81

No. 2
C3H9N3O in the gas phase in a non-equilibrium geometry. Source: OMol25; level of theory: ωB97M-V/def2-TZVPD.

## Properties
Gap between HOMO and LUMO   10.146 eV
SMILES string   NCCNC(N)=O
E_HOMO   -9.373 eV
Energy above the lowest of the compared OMol25 structures with the same formula, charge and spin   1.9 kcal/mol
E   -359.241336 a.u.
Multiplicity   1

Atoms and positions in Å:
O: -0.68 -2.40 1.71
N: -1.23 1.19 -1.98
N: -0.41 -0.60 0.38
N: 1.18 -1.12 2.02
C: 0.46 0.32 -0.33
C: -0.30 1.51 -0.91
C: 0.00 -1.44 1.38
H: -1.29 -0.90 -0.01
H: -0.85 2.05 -0.15
H: 0.47 2.16 -1.34
H: 1.99 -0.77 1.55
H: 1.46 -1.85 2.66
H: -2.13 0.85 -1.65
H: 1.01 -0.20 -1.11
H: 1.18 0.73 0.38
H: -0.86 0.48 -2.61

No. 3
19 unconnected molecules or ions with the total composition C10H59BO22. Source: OMol25; level of theory: ωB97M-V/def2-TZVPD.

## Properties
Gap between HOMO and LUMO   8.802 eV
E_HOMO   -8.832 eV
E   -2096.435213 a.u.
Multiplicity   1

Atoms and positions in Å:
O: -4.37 1.93 1.68
O: -4.18 0.13 -2.42
O: -4.82 1.64 -4.77
O: -4.65 -4.17 0.92
O: 4.16 7.23 -2.02
O: -6.16 -2.19 3.38
O: -2.07 2.72 -2.72
O: 3.12 -3.93 -0.84
O: 4.41 -0.69 3.18
O: 0.36 -4.61 -0.24
O: -3.36 -2.24 2.56
O: -2.96 -0.08 0.11
O: 4.53 0.28 -5.48
O: 1.82 -2.92 1.76
O: -2.12 1.65 -3.67
O: 5.10 4.49 -1.53
O: -0.89 -0.45 2.75
O: 0.75 2.62 0.82
O: -8.62 -2.77 1.89
O: -1.16 -1.59 5.42
O: -1.40 0.13 7.93
O: -0.21 0.42 -1.54
C: 3.29 -0.87 -1.69
C: 4.12 1.46 -2.40
C: -0.50 2.03 0.41
C: 1.26 2.14 2.05
C: 3.89 0.86 0.07
C: 0.86 -0.44 -1.12
C: 1.88 -0.60 -2.24
C: 4.17 0.34 -1.35
C: -0.69 2.80 -2.27
C: 1.43 -1.74 -3.16
B: -0.41 1.71 -1.15
H: -5.18 -4.93 0.66
H: -5.08 -3.84 1.72
H: 3.67 -1.15 2.77
H: 4.78 5.07 -2.23
H: 0.14 -4.03 0.50
H: 3.82 1.07 -3.37
H: 1.85 0.31 -2.85
H: -0.04 -0.79 2.43
H: 4.04 0.31 -6.31
H: 1.28 -0.08 -0.18
H: 3.64 -4.46 -1.45
H: -4.61 -0.31 -1.68
H: -0.70 -1.67 6.26
H: -2.09 -1.66 5.64
H: 2.53 -3.07 1.12
H: 3.38 0.11 0.67
H: 3.92 8.13 -1.82
H: -8.97 -2.46 2.73
H: -1.32 2.72 0.63
H: -5.30 2.42 -4.47
H: 1.98 -3.55 2.47
H: 4.02 -0.21 3.92
H: -3.95 1.26 1.12
H: 1.23 -2.64 -2.57
H: -0.70 1.11 0.95
H: -2.31 0.09 -0.58
H: 0.46 1.80 2.72
H: -2.48 -0.58 0.79
H: -4.42 2.72 1.13
H: 1.78 2.97 2.53
H: -6.68 -2.46 2.61
H: -2.55 -1.75 2.75
H: 4.89 7.02 -1.44
H: 3.34 2.17 -2.12
H: 3.81 -1.51 -2.40
H: 4.82 1.09 0.59
H: 4.31 4.30 -1.01
H: -0.61 0.24 8.47
H: -2.54 0.94 -3.15
H: 3.30 1.78 0.06
H: -4.87 0.53 -2.97
H: 5.20 -0.03 -1.34
H: -9.18 -3.50 1.63
H: -0.05 2.68 -3.15
H: 2.57 -4.56 -0.37
H: 1.97 1.33 1.90
H: 0.40 -1.41 -0.94
H: -1.00 -0.85 3.63
H: 2.21 -1.98 -3.88
H: -5.25 -2.10 3.08
H: 5.46 0.25 -5.74
H: -0.45 -5.04 -0.50
H: -3.94 1.72 -4.36
H: -3.28 -2.56 1.66
H: 0.53 -1.46 -3.71
H: 5.05 2.01 -2.46
H: -2.00 0.83 8.23
H: -0.58 3.81 -1.90
H: 3.16 -1.46 -0.78

No. 4
A molecular structure, C30H36AuBr5GeN3O3Si3. Source: OMol25; level of theory: ωB97M-V/def2-TZVPD.

## Properties
Gap between HOMO and LUMO (spin up / spin down)   4.947 / 4.996 eV
E_HOMO (spin up / spin down)   -7.195 / -7.195 eV
Energy above the lowest of the compared OMol25 structures with the same formula, charge and spin   28.2 kcal/mol
E   -17505.941913 a.u.
Multiplicity   2

Atoms and positions in Å:
Au: -0.64 0.07 0.33
Br: 0.94 -8.73 6.51
Br: 3.11 3.58 -1.01
Br: 2.41 3.85 4.66
Br: -0.48 2.23 4.26
Br: 4.25 4.50 1.98
Ge: -1.36 2.20 -1.58
Si: -1.83 0.23 -2.88
Si: -0.57 3.87 -3.15
Si: -3.21 3.04 -0.31
O: 0.39 2.47 -0.84
O: 0.07 -1.76 -0.69
O: -1.09 1.78 1.39
N: 3.99 -5.71 2.28
N: 3.45 -5.52 1.09
N: 1.09 -1.34 1.78
C: 2.56 3.67 1.81
C: -1.79 4.43 -4.48
C: 3.16 -7.33 5.42
C: -2.89 -1.04 -1.99
C: 1.96 -6.92 2.93
C: 3.00 -3.04 2.84
C: -4.52 3.46 -1.61
C: 0.93 3.15 -4.04
C: 1.59 -1.11 2.98
C: 1.80 3.40 2.94
C: 1.88 -7.80 5.16
C: 3.85 -6.65 4.44
C: 2.08 3.33 0.55
C: 2.80 -4.47 0.74
C: 0.93 -2.53 -0.26
C: -0.09 5.40 -2.16
C: 0.56 2.76 2.79
C: 2.32 -4.48 -0.64
C: 2.57 -1.93 3.54
C: -2.91 0.93 -4.27
C: 0.82 2.76 0.38
C: 3.25 -6.43 3.18
C: 1.43 -3.60 -1.11
C: 1.28 -7.60 3.92
C: -0.31 -0.55 -3.66
C: -2.71 4.62 0.57
C: 0.06 2.43 1.53
C: -4.02 1.82 0.86
C: 2.45 -3.32 1.59
C: 1.52 -2.40 1.10
H: -0.50 6.30 -2.63
H: -3.33 1.45 1.62
H: 3.62 -7.50 6.39
H: -2.32 -1.70 -1.33
H: -3.51 0.12 -4.68
H: 1.49 -6.78 1.96
H: -0.55 -1.53 -4.05
H: 3.75 -3.69 3.26
H: -2.69 4.85 -4.04
H: 0.51 -0.66 -2.94
H: 1.21 -0.24 3.50
H: 2.70 -5.29 -1.25
H: 0.05 0.07 -4.48
H: 0.28 -7.99 3.74
H: 1.58 3.95 -4.39
H: -1.82 4.49 1.18
H: -2.53 5.42 -0.15
H: -3.41 -1.67 -2.72
H: -4.85 2.32 1.36
H: -3.52 4.95 1.23
H: 1.51 2.51 -3.38
H: 2.99 -1.68 4.50
H: -5.38 3.92 -1.11
H: -2.30 1.35 -5.07
H: -2.09 3.63 -5.16
H: -1.32 5.21 -5.08
H: -3.64 -0.54 -1.38
H: -4.43 0.97 0.32
H: 1.05 -3.63 -2.12
H: 0.61 2.57 -4.91
H: 4.85 -6.27 4.61
H: -0.46 5.37 -1.13
H: -3.59 1.72 -3.94
H: 0.99 5.51 -2.10
H: -4.16 4.16 -2.36
H: -4.88 2.57 -2.12

No. 5
C4H3N in the gas phase in a non-equilibrium geometry. Source: OMol25; level of theory: ωB97M-V/def2-TZVPD.

## Properties
Gap between HOMO and LUMO (spin up / spin down)   7.832 / 7.927 eV
E_HOMO (spin up / spin down)   -9.125 / -8.791 eV
Energy above the lowest of the compared OMol25 structures with the same formula, charge and spin   82.7 kcal/mol
E   -208.770004 a.u.
Multiplicity   1

Atoms and positions in Å:
N: -2.75 0.86 0.15
C: 1.79 0.70 0.05
C: 0.69 0.03 -0.07
C: -1.77 0.31 -0.13
C: -0.58 -0.40 -0.47
H: 2.54 0.82 0.82
H: 0.75 -0.92 0.55
H: -0.68 -1.40 -0.90

No. 6
7 unconnected molecules or ions with the total composition C31H31Cl3N6 in a non-equilibrium geometry. Source: OMol25; level of theory: ωB97M-V/def2-TZVPD.

## Properties
Gap between HOMO and LUMO   9.868 eV
SMILES string   ClC(Cl)Cl.c1ccncc1.c1ccncc1.c1ccncc1.c1ccncc1.c1ccncc1.c1ccncc1
E_HOMO   -9.591 eV
Energy above the lowest of the compared OMol25 structures with the same formula, charge and spin   19.2 kcal/mol
E   -2908.884036 a.u.
Multiplicity   1

Atoms and positions in Å:
Cl: -17.50 23.27 0.27
Cl: -15.70 21.73 -1.56
Cl: -16.24 24.51 -2.07
N: -14.04 24.20 -7.16
N: -11.81 29.36 -3.20
N: -15.04 25.67 1.24
N: -16.88 20.89 3.96
N: -20.17 18.41 -1.13
N: -18.11 29.54 -1.84
C: -14.13 27.01 3.58
C: -13.79 26.19 1.33
C: -18.75 19.84 0.28
C: -15.89 22.61 -7.22
C: -21.06 20.44 -0.15
C: -18.95 18.70 -0.53
C: -13.71 27.50 -2.50
C: -16.94 27.89 -0.52
C: -19.27 19.85 4.93
C: -16.96 30.17 0.17
C: -17.66 28.24 -1.63
C: -12.11 28.31 -4.03
C: -13.32 26.89 2.46
C: -14.99 23.52 -7.86
C: -17.80 30.47 -0.91
C: -13.85 23.85 -5.86
C: -16.01 23.33 -0.73
C: -19.82 20.70 0.39
C: -16.48 28.87 0.36
C: -15.84 25.77 2.33
C: -18.04 21.43 3.50
C: -15.80 22.44 -5.84
C: -13.02 27.34 -3.66
C: -19.27 20.91 3.93
C: -16.88 19.86 4.79
C: -14.78 23.13 -5.14
C: -13.52 28.53 -1.64
C: -18.06 19.33 5.36
C: -12.51 29.44 -2.00
C: -21.17 19.34 -0.98
C: -15.38 26.37 3.53
H: -15.13 23.68 -0.20
H: -22.11 19.00 -1.38
H: -17.93 18.50 6.04
H: -14.93 23.68 -8.92
H: -13.25 26.13 0.40
H: -16.10 26.36 4.34
H: -17.78 20.00 0.73
H: -16.85 25.42 2.23
H: -18.21 31.46 -1.05
H: -14.09 28.81 -0.76
H: -11.61 28.30 -4.98
H: -15.95 28.56 1.24
H: -14.55 26.87 -2.22
H: -13.69 27.56 4.41
H: -19.72 21.59 1.00
H: -15.94 19.53 5.18
H: -18.07 22.23 2.77
H: -20.22 19.47 5.28
H: -16.62 26.87 -0.40
H: -20.26 21.27 3.66
H: -16.67 30.93 0.88
H: -17.88 27.54 -2.43
H: -12.36 27.40 2.43
H: -13.02 24.34 -5.39
H: -16.65 22.11 -7.81
H: -13.26 26.57 -4.37
H: -16.52 21.79 -5.37
H: -18.12 18.03 -0.66
H: -12.50 30.32 -1.37
H: -21.87 21.15 -0.13
H: -14.69 22.90 -4.09

No. 7
3 unconnected molecules or ions with the total composition C23H49BClN3O6 in a non-equilibrium geometry. Source: OMol25; level of theory: ωB97M-V/def2-TZVPD.

## Properties
Gap between HOMO and LUMO   8.149 eV
SMILES string   CN(C)B(O)[C@]1(CCC(=O)O)OC(=O)O[C@@H]1CCCCl.CCN(CC)CC.CCN(CC)CC
E_HOMO   -7.873 eV
E   -2006.556575 a.u.
Multiplicity   1

Atoms and positions in Å:
Cl: 7.13 5.43 -0.17
O: -1.40 4.20 -0.34
O: 0.36 3.86 -2.33
O: 2.97 8.16 -0.62
O: 0.32 1.61 -2.46
O: 1.46 7.89 1.02
O: 1.67 2.68 -0.99
N: 0.26 4.95 1.32
N: 0.67 -3.49 -2.01
N: -2.37 -5.90 2.82
C: -2.02 -7.15 2.18
C: 0.04 -1.51 -3.50
C: 1.11 6.15 -1.98
C: 4.50 4.90 -0.54
C: -3.66 -5.88 3.50
C: -0.77 5.84 1.92
C: 1.85 7.86 -0.27
C: -2.11 -4.70 2.06
C: 0.78 7.46 -1.26
C: -3.84 -7.01 4.50
C: -0.58 -4.21 -2.14
C: -0.09 -1.80 -0.23
C: -0.68 -5.03 -3.41
C: 2.20 4.03 -1.09
C: 0.91 4.79 -1.28
C: 5.50 5.21 0.55
C: -2.96 -7.69 1.08
C: 0.37 3.72 2.11
C: 0.74 2.63 -1.99
C: -3.00 -4.39 0.85
C: 0.86 -2.91 -0.69
C: 3.16 4.43 0.02
C: 1.02 -2.63 -3.13
B: -0.13 4.64 -0.05
H: 2.73 4.04 -2.04
H: -1.49 3.25 -0.47
H: -4.01 -7.58 1.35
H: 0.56 6.13 -2.91
H: 5.28 6.16 1.03
H: -1.00 -1.85 -3.48
H: -0.22 7.50 -0.82
H: -1.50 5.25 2.49
H: 0.59 3.95 3.15
H: 0.14 -5.74 -3.49
H: -2.17 -3.85 2.75
H: -4.06 -4.51 1.07
H: -1.62 -5.58 -3.42
H: 0.25 -1.15 -4.51
H: -2.75 -5.02 -0.01
H: -1.06 -4.73 1.73
H: 2.00 -2.19 -2.92
H: 2.70 5.18 0.67
H: 2.16 6.23 -2.24
H: 1.18 3.10 1.73
H: -1.46 -3.55 -2.07
H: 0.13 -0.65 -2.83
H: -2.76 -8.75 0.92
H: -4.51 -5.90 2.79
H: 4.37 5.75 -1.20
H: -3.83 -7.99 4.02
H: -3.73 -4.93 4.03
H: 0.13 -0.84 -0.71
H: -0.55 3.12 2.09
H: -1.31 6.38 1.15
H: -3.05 -6.99 5.25
H: 0.01 -1.65 0.84
H: -0.30 6.58 2.56
H: 3.33 3.54 0.63
H: 1.18 -3.26 -4.00
H: 1.89 -2.54 -0.63
H: 0.82 8.23 -2.02
H: -1.14 -2.04 -0.44
H: -2.85 -3.36 0.54
H: -1.01 -7.05 1.77
H: 4.89 4.09 -1.16
H: -0.65 -4.90 -1.29
H: -0.67 -4.40 -4.31
H: 5.58 4.41 1.27
H: -4.80 -6.90 5.00
H: 2.22 7.66 1.57
H: 0.80 -3.73 0.03
H: -2.80 -7.19 0.13
H: -1.93 -7.92 2.95

No. 8
2 unconnected molecules or ions with the total composition C2H3BrClNO2S in a non-equilibrium geometry. Source: OMol25; level of theory: ωB97M-V/def2-TZVPD.

## Properties
Gap between HOMO and LUMO   8.215 eV
SMILES string   C=C(Br)[N+](=O)[O-].SCl
E_HOMO   -9.290 eV
Energy above the lowest of the compared OMol25 structures with the same formula, charge and spin   21.9 kcal/mol
E   -3715.477114 a.u.
Multiplicity   1

Atoms and positions in Å:
Br: -0.49 1.92 -0.83
Cl: -1.52 -0.66 3.31
S: -3.19 0.09 2.30
O: 1.11 -1.55 -0.01
O: -0.90 -0.66 0.08
N: 0.28 -0.68 -0.25
C: 1.99 0.52 -1.43
C: 0.77 0.53 -0.90
H: 2.46 -0.34 -1.61
H: -2.93 -0.66 1.10
H: 2.43 1.49 -1.75

Question: Which formula does entry 8 have?
Answer: C2H3BrClNO2S

Question: Which formula does entry 8 have?
Answer: C2H3BrClNO2S